No. 1
A 2-piece molecular cluster, C6H19NO2SSi2 overall in a non-equilibrium geometry, computed with ωB97M-V/def2-TZVPD.

Calculated values
frontier orbital gap (alpha / beta): 7.84 / 7.84 eV
HOMO (alpha / beta): -8.75 / -8.75 eV

Geometry as ORCA input:
```
! RIJCOSX wB97M-V def2-TZVPD def2/J DEFGRID3
* xyz 0 1
C -3.781 -0.439 -1.084
C -2.683 2.091 0.589
C -1.745 -1.161 1.141
C 2.044 -1.017 -1.859
C 1.910 -1.646 1.221
C 4.110 0.526 0.250
N -0.850 0.490 -1.114
O 1.494 2.477 -0.272
O 0.500 1.267 1.690
Si -2.184 0.332 -0.097
Si 2.463 -0.385 -0.132
S 0.939 1.289 0.317
H -3.474 -0.860 -1.976
H -4.232 -1.212 -0.463
H -4.587 0.346 -1.237
H -3.024 2.738 -0.218
H -3.519 2.046 1.422
H -1.892 2.577 0.916
H -1.384 -0.741 1.988
H -2.634 -1.652 1.402
H -1.115 -1.765 0.563
H 2.312 -2.020 -1.997
H 1.020 -0.989 -2.055
H 2.324 -0.462 -2.718
H 1.668 -0.932 2.120
H 1.038 -2.159 0.978
H 2.666 -2.393 1.278
H 4.038 1.619 0.020
H 4.316 0.743 1.256
H 5.047 0.132 -0.056
H -0.785 1.158 -1.875
*
```

These are the Mulliken partial charges, in e, on atoms 1 to 8:
1. C -1.23
2. C -1.14
3. C -1.04
4. C -1.28
5. C -1.02
6. C -1.28
7. N -0.44
8. O -0.56

No. 2
A 8-piece molecular cluster, C40H74F3NO16S7Si overall in a non-equilibrium geometry, computed with ωB97M-V/def2-TZVPD.

Calculated values
frontier orbital gap: 7.10 eV
HOMO: -8.15 eV

Geometry as ORCA input:
```
! RIJCOSX wB97M-V def2-TZVPD def2/J DEFGRID3
* xyz 0 1
C 2.236 -6.127 3.851
Si 2.924 -4.316 4.087
C 3.821 -3.850 2.419
C 4.300 -4.346 5.447
C 1.508 -3.029 4.428
C 2.366 -1.664 4.725
C 1.467 -0.325 5.017
C 1.783 0.954 4.042
F 0.788 2.085 4.052
C 2.976 1.137 3.171
F 2.796 0.934 1.698
F 4.334 1.478 3.727
C 0.348 -3.469 5.500
N -1.004 -3.888 4.899
C -0.898 -3.758 3.516
C 0.599 -3.161 3.071
C 0.160 -1.818 2.234
O 0.761 -1.626 1.042
O -0.879 -0.904 2.745
H 2.154 -6.678 4.901
H 1.165 -6.032 3.341
H 3.002 -6.692 3.142
H 4.372 -2.816 2.556
H 3.073 -3.707 1.522
H 4.637 -4.626 2.097
H 5.153 -5.074 5.071
H 3.875 -4.618 6.506
H 4.768 -3.249 5.484
H 3.158 -1.558 3.870
H 2.991 -1.876 5.720
H 0.323 -0.640 5.047
H 1.713 0.035 6.128
H 0.758 -4.520 5.889
H 0.309 -2.857 6.514
H -1.845 -4.211 5.441
H -1.720 -3.987 2.690
H 1.009 -3.937 2.262
C 7.146 1.989 7.963
C 5.784 2.657 7.785
C 4.958 1.774 6.851
S 5.565 0.109 7.072
O 6.183 -0.324 5.836
O 4.558 -0.680 7.753
C 6.853 0.520 8.233
H 7.717 2.441 8.780
H 7.732 2.092 7.042
H 5.285 2.732 8.759
H 5.880 3.672 7.387
H 3.895 1.809 7.101
H 5.105 2.052 5.804
H 7.718 -0.127 8.076
H 6.453 0.377 9.241
C 0.585 -2.386 -4.321
C 0.042 -1.651 -3.096
C -0.134 -2.683 -1.983
S 1.069 -3.966 -2.297
O 0.364 -5.189 -2.620
O 2.101 -3.911 -1.281
C 1.711 -3.270 -3.806
H 0.939 -1.691 -5.088
H -0.206 -3.004 -4.762
H 0.763 -0.887 -2.780
H -0.901 -1.142 -3.315
H 0.049 -2.247 -0.998
H -1.128 -3.136 -2.012
H 1.983 -4.067 -4.500
H 2.594 -2.675 -3.551
C 0.038 3.284 -5.343
C 1.552 3.115 -5.458
C 1.836 1.625 -5.639
S 0.392 0.935 -6.433
O -0.242 0.013 -5.514
O 0.726 0.566 -7.794
C -0.556 2.444 -6.464
H -0.262 4.332 -5.425
H -0.303 2.908 -4.371
H 1.916 3.669 -6.332
H 2.071 3.512 -4.579
H 2.712 1.457 -6.270
H 1.967 1.123 -4.677
H -1.615 2.223 -6.320
H -0.399 2.918 -7.437
C -5.730 -0.937 -0.479
C -4.820 -0.094 0.414
C -3.404 -0.652 0.282
S -3.306 -1.386 -1.344
O -3.130 -2.816 -1.193
O -2.436 -0.582 -2.179
C -4.998 -1.071 -1.805
H -6.714 -0.475 -0.607
H -5.876 -1.926 -0.028
H -4.839 0.948 0.073
H -5.153 -0.104 1.456
H -2.652 0.136 0.371
H -3.213 -1.436 1.020
H -5.375 -1.887 -2.424
H -5.022 -0.131 -2.365
C -2.523 4.953 -1.676
C -3.885 5.621 -1.854
C -4.711 4.738 -2.788
S -4.104 3.073 -2.567
O -3.486 2.640 -3.803
O -5.111 2.284 -1.886
C -2.816 3.484 -1.406
H -1.952 5.405 -0.860
H -1.937 5.056 -2.597
H -4.384 5.697 -0.880
H -3.789 6.636 -2.253
H -5.774 4.774 -2.539
H -4.564 5.017 -3.835
H -1.951 2.838 -1.563
H -3.216 3.341 -0.398
C 7.351 3.154 -3.828
C 7.287 1.785 -3.154
C 5.843 1.559 -2.710
S 4.821 2.499 -3.834
O 4.174 3.560 -3.092
O 4.084 1.586 -4.685
C 6.161 3.204 -4.775
H 8.295 3.301 -4.362
H 7.263 3.943 -3.072
H 7.576 1.010 -3.874
H 7.976 1.718 -2.306
H 5.565 0.504 -2.763
H 5.671 1.939 -1.699
H 5.904 4.217 -5.089
H 6.326 2.569 -5.650
C -10.106 0.093 -3.450
C -11.396 0.217 -2.641
C -11.167 -0.483 -1.302
S -9.415 -0.369 -0.973
O -8.853 -1.703 -0.999
O -9.195 0.543 0.132
C -8.982 0.456 -2.492
H -10.113 0.746 -4.328
H -9.985 -0.941 -3.797
H -11.619 1.277 -2.470
H -12.250 -0.217 -3.171
H -11.720 0.003 -0.494
H -11.434 -1.542 -1.352
H -8.001 0.120 -2.833
H -8.964 1.532 -2.295
*
```

These are the Mulliken partial charges, in e, on atoms 1 to 8:
1. C -0.86
2. Si 0.37
3. C -0.85
4. C -0.82
5. C 1.52
6. C -1.07
7. C -0.39
8. C 0.38

No. 3
A 2-piece molecular cluster, C10H18ClNOSi overall in a non-equilibrium geometry, computed with ωB97M-V/def2-TZVPD.

Calculated values
frontier orbital gap (alpha / beta): 6.26 / 1.84 eV
expectation value of S²: 2.03
HOMO (alpha / beta): -6.41 / -6.40 eV

Geometry as ORCA input:
```
! RIJCOSX wB97M-V def2-TZVPD def2/J DEFGRID3
* xyz 0 3
C -5.305 -1.088 -0.405
C -5.309 0.325 -0.519
C -4.023 -1.393 0.068
C -4.111 0.878 -0.134
C 3.366 0.465 -2.121
C 3.250 1.706 0.931
C 3.223 -1.232 0.733
C 0.134 0.634 0.730
C 0.873 0.483 -0.561
C -2.067 -0.171 0.697
N -3.335 -0.268 0.280
O -1.300 0.906 0.517
Si 2.852 0.342 -0.294
Cl 0.438 -4.036 0.697
H -6.168 -1.586 -0.723
H -6.263 0.897 -0.725
H -3.640 -2.381 0.122
H -3.587 1.791 0.014
H 3.675 1.503 -2.196
H 4.116 -0.206 -2.567
H 2.541 0.212 -2.708
H 4.230 2.078 0.765
H 2.614 2.600 0.893
H 3.254 1.127 1.850
H 4.054 -0.830 1.240
H 2.463 -1.619 1.546
H 3.746 -2.072 0.165
H 0.602 1.588 1.244
H 0.175 -0.277 1.457
H 0.587 -0.567 -0.966
H 0.622 1.210 -1.305
H -1.708 -1.019 1.273
*
```

These are the Mulliken partial charges, in e, on atoms 1 to 8:
1. C -0.43
2. C -0.44
3. C -0.23
4. C -0.19
5. C -1.20
6. C -1.19
7. C -1.03
8. C -0.35

No. 4
A 2-piece molecular cluster, C2HNOS2 overall in a non-equilibrium geometry, computed with ωB97M-V/def2-TZVPD.

Calculated values
frontier orbital gap (alpha / beta): 6.45 / 6.29 eV
expectation value of S²: 2.01
HOMO (alpha / beta): -5.87 / -8.99 eV

Geometry as ORCA input:
```
! RIJCOSX wB97M-V def2-TZVPD def2/J DEFGRID3
* xyz 0 3
C -1.681 -0.858 -0.139
C 1.456 1.900 0.310
N -0.801 -1.649 -0.114
O 0.796 2.803 0.638
S 2.297 0.755 -0.258
S 0.331 -2.609 0.218
H -2.399 -0.342 -0.655
*
```

Charges obtained by Mulliken population analysis, quoted in units of e:
1. C -0.20
2. C 0.67
3. N -0.04
4. O -0.34
5. S -0.33
6. S -0.04
7. H 0.28

No. 5
C3H5NaO3 as an isolated structure in a non-equilibrium geometry, computed with ωB97M-V/def2-TZVPD.

Calculated values
frontier orbital gap: 5.84 eV
HOMO: -6.80 eV

Geometry as ORCA input:
```
! RIJCOSX wB97M-V def2-TZVPD def2/J DEFGRID3
* xyz 0 1
H -0.249 0.143 -2.001
C -0.227 0.620 -1.010
C 1.134 0.604 -0.377
O 1.174 -0.780 0.192
C -0.079 -1.147 0.481
O -0.723 -2.166 0.195
Na -2.542 0.487 0.534
O -0.635 -0.396 1.520
H -0.472 1.668 -1.250
H 1.283 1.303 0.457
H 1.989 0.586 -1.068
H -0.653 -0.923 2.327
*
```

These are the Mulliken partial charges, in e, on atoms 1 to 8:
1. H 0.18
2. C -1.18
3. C -0.06
4. O -0.33
5. C 0.59
6. O -0.61
7. Na 0.85
8. O -0.49

No. 6
A 2-piece molecular cluster, C9H16N3O overall in a non-equilibrium geometry, computed with ωB97M-V/def2-TZVPD.

Calculated values
frontier orbital gap (alpha / beta): 7.88 / 7.88 eV
HOMO (alpha / beta): -11.84 / -11.84 eV

Geometry as ORCA input:
```
! RIJCOSX wB97M-V def2-TZVPD def2/J DEFGRID3
* xyz 1 1
C 1.197 -1.164 -1.102
C 1.917 -0.195 1.920
C 1.869 1.330 1.758
C 0.636 -0.799 1.285
C 1.603 1.839 0.326
C -2.445 -0.607 -0.093
C -1.964 -0.162 -2.062
C 0.545 -0.352 -0.188
C -1.627 -1.312 -1.130
N 1.427 -1.806 -2.044
N 0.472 1.108 -0.397
N -2.252 0.605 -0.870
O -1.136 -2.545 -1.191
H 2.843 -0.698 1.508
H 1.894 -0.541 3.072
H 1.086 1.743 2.411
H 2.676 1.851 2.167
H 0.715 -1.927 1.320
H -0.181 -0.249 1.755
H 1.341 2.815 0.381
H 2.452 1.804 -0.413
H -3.526 -0.908 -0.135
H -2.145 -0.545 1.020
H -1.353 0.203 -2.972
H -2.847 -0.498 -2.500
H -0.380 1.243 0.178
H -3.025 1.205 -0.916
H 0.412 1.279 -1.394
H -0.204 -2.715 -1.696
*
```

These are the Mulliken partial charges, in e, on atoms 1 to 8:
1. C 0.36
2. C -0.54
3. C -0.70
4. C -0.96
5. C -0.75
6. C -0.39
7. C -0.66
8. C -0.22

No. 7
C16H19N3O2Pt as an isolated structure, computed with ωB97M-V/def2-TZVPD.

Calculated values
frontier orbital gap: 7.77 eV
HOMO: -7.56 eV

Geometry as ORCA input:
```
! RIJCOSX wB97M-V def2-TZVPD def2/J DEFGRID3
* xyz 0 1
Pt -0.959 0.031 -0.239
O -4.918 0.936 0.277
C -3.787 0.486 0.097
N -2.646 1.127 -0.085
C -2.500 2.552 -0.089
C -1.025 2.892 -0.180
C -0.597 4.211 -0.182
C 0.756 4.496 -0.192
C 1.664 3.449 -0.189
C 1.187 2.155 -0.206
N -0.125 1.882 -0.216
C -3.558 -1.027 0.077
C -4.631 -1.892 0.134
C -4.399 -3.258 0.167
C -3.092 -3.718 0.167
C -2.059 -2.800 0.100
N -2.285 -1.489 0.039
H -2.907 3.009 0.822
H -3.027 3.021 -0.929
H -1.335 5.001 -0.162
H 1.097 5.523 -0.189
H 2.731 3.621 -0.174
H 1.849 1.302 -0.195
H -5.621 -1.460 0.164
H -5.226 -3.955 0.201
H -2.865 -4.773 0.213
H -1.021 -3.101 0.092
C 0.736 -1.119 -0.558
H 1.487 -0.596 -1.160
H 0.463 -2.011 -1.137
H 1.237 -1.457 0.356
C 4.677 -1.815 1.496
C 4.180 -0.806 0.492
C 4.569 -1.037 -0.947
O 3.502 0.137 0.825
H 5.769 -1.810 1.516
H 4.366 -2.819 1.203
H 4.291 -1.579 2.484
H 5.653 -0.954 -1.051
H 4.081 -0.308 -1.588
H 4.290 -2.046 -1.255
*
```

These are the Mulliken partial charges, in e, on atoms 1 to 8:
1. Pt 0.50
2. O -0.79
3. C 0.15
4. N -0.22
5. C -0.57
6. C 0.43
7. C -0.75
8. C -0.26

Copy entry 3 word for word.
A 2-piece molecular cluster, C10H18ClNOSi overall in a non-equilibrium geometry, computed with ωB97M-V/def2-TZVPD.

Calculated values
frontier orbital gap (alpha / beta): 6.26 / 1.84 eV
expectation value of S²: 2.03
HOMO (alpha / beta): -6.41 / -6.40 eV

Geometry as ORCA input:
```
! RIJCOSX wB97M-V def2-TZVPD def2/J DEFGRID3
* xyz 0 3
C -5.305 -1.088 -0.405
C -5.309 0.325 -0.519
C -4.023 -1.393 0.068
C -4.111 0.878 -0.134
C 3.366 0.465 -2.121
C 3.250 1.706 0.931
C 3.223 -1.232 0.733
C 0.134 0.634 0.730
C 0.873 0.483 -0.561
C -2.067 -0.171 0.697
N -3.335 -0.268 0.280
O -1.300 0.906 0.517
Si 2.852 0.342 -0.294
Cl 0.438 -4.036 0.697
H -6.168 -1.586 -0.723
H -6.263 0.897 -0.725
H -3.640 -2.381 0.122
H -3.587 1.791 0.014
H 3.675 1.503 -2.196
H 4.116 -0.206 -2.567
H 2.541 0.212 -2.708
H 4.230 2.078 0.765
H 2.614 2.600 0.893
H 3.254 1.127 1.850
H 4.054 -0.830 1.240
H 2.463 -1.619 1.546
H 3.746 -2.072 0.165
H 0.602 1.588 1.244
H 0.175 -0.277 1.457
H 0.587 -0.567 -0.966
H 0.622 1.210 -1.305
H -1.708 -1.019 1.273
*
```

These are the Mulliken partial charges, in e, on atoms 1 to 8:
1. C -0.43
2. C -0.44
3. C -0.23
4. C -0.19
5. C -1.20
6. C -1.19
7. C -1.03
8. C -0.35

Number 6 is which compound?
C9H16N3O